Entry 1:
# C24H21MgN3O6SbSe4

A molecular structure, C24H21MgN3O6SbSe4 (ωB97M-V/def2-TZVPD, the OMol25 dataset).

Atoms and positions in Å:
1 Mg -0.82979 2.01239 -0.36949
2 Se -3.32154 7.00503 1.23042
3 Sb -1.65625 5.52588 0.41954
4 Se -1.75829 3.59969 2.70721
5 Se -2.38811 3.92111 -1.28120
6 Se 0.67247 5.99981 0.41086
7 O -2.41732 1.15889 2.07602
8 N -2.07792 2.28697 1.61249
9 O 2.42777 2.22277 2.15496
10 C 1.90802 1.79838 1.13562
11 O 0.75429 2.12912 0.67764
12 C 2.66603 0.78406 0.29927
13 C 2.00699 -0.23103 -0.37624
14 C 2.69724 -1.16441 -1.16067
15 C 4.05313 -0.99593 -1.26423
16 O 4.95865 -1.76076 -1.96181
17 C 6.16973 -1.00868 -1.92388
18 O 6.06614 -0.07090 -0.85793
19 C 4.71596 0.02029 -0.59634
20 C 4.06173 0.91039 0.21285
21 H 0.92978 -0.30487 -0.28625
22 H 2.18784 -1.97270 -1.66844
23 H 6.29105 -0.47445 -2.87313
24 H 7.00204 -1.68193 -1.73027
25 H 4.57099 1.68543 0.76842
26 N 4.52227 0.69500 -5.36428
27 C 3.61812 0.97351 -4.71286
28 C 2.47993 1.31531 -3.89583
29 C 2.53907 2.39749 -3.02930
30 C 1.44855 2.64409 -2.21295
31 N 0.36133 1.87225 -2.22713
32 C 0.29624 0.85832 -3.08883
33 C 1.32670 0.54097 -3.95242
34 H 3.41909 3.02090 -2.96749
35 H 1.44899 3.46619 -1.50122
36 H -0.60665 0.25965 -3.05856
37 H 1.25344 -0.30492 -4.62016
38 C -3.71673 -4.89577 3.39250
39 C -3.42832 -3.60224 2.68004
40 C -2.15203 -3.06217 2.66770
41 C -1.86602 -1.85599 2.03606
42 C -0.44651 -1.35041 2.05320
43 C -2.90561 -1.16695 1.40183
44 C -2.65095 0.14190 0.71133
45 O -1.63411 0.26249 -0.06970
46 C -4.20503 -1.68961 1.40851
47 C -5.36306 -0.97824 0.74957
48 C -4.44383 -2.90308 2.03976
49 H -2.79808 -5.44392 3.60014
50 H -4.37107 -5.53693 2.80018
51 H -4.21610 -4.71054 4.34631
52 H -1.34609 -3.59065 3.16662
53 H 0.11941 -1.85381 2.83723
54 H -0.38617 -0.27703 2.21730
55 H 0.04165 -1.55128 1.09978
56 H -3.56777 0.62886 0.36261
57 H -5.55066 -0.00255 1.20075
58 H -6.27070 -1.57174 0.85224
59 H -5.18927 -0.81522 -0.31559
60 H -5.45065 -3.30839 2.03722

## Properties
LUMO energy   1.30 eV
Orbital gap   6.4 eV
ΔE to the lowest compared entry with this formula, charge and spin   7.9 kcal per mole
Total charge   -1

---

Entry 2:
# C24H21NP2PdS3Sb

A molecular structure, C24H21NP2PdS3Sb (ωB97M-V/def2-TZVPD, the OMol25 dataset).

Atoms and positions in Å:
1 Pd 0.13993 -0.12211 0.92221
2 S 1.82298 4.06218 2.24849
3 Sb 0.12149 2.40058 2.69151
4 S 1.70677 0.68055 2.64470
5 S -0.66364 1.96719 0.40193
6 N -0.19283 -2.83677 -0.53998
7 P 1.21113 -1.89274 -0.28293
8 C 2.43636 -3.11146 0.22972
9 C 2.77982 -4.18237 -0.59445
10 C 3.69289 -5.12399 -0.15464
11 C 4.27483 -4.99536 1.10222
12 C 3.94336 -3.92593 1.91992
13 C 3.02088 -2.98316 1.48527
14 C 1.72840 -1.41303 -1.95241
15 C 3.02618 -0.93874 -2.13885
16 C 3.42653 -0.48049 -3.38246
17 C 2.53268 -0.48704 -4.44587
18 C 1.24034 -0.95241 -4.26183
19 C 0.83482 -1.41309 -3.01667
20 P -1.61990 -1.99146 -0.08594
21 C -2.86624 -3.27071 -0.46830
22 C -3.66012 -3.09027 -1.59815
23 C -4.59115 -4.05132 -1.96509
24 C -4.73705 -5.19866 -1.20009
25 C -3.95589 -5.38247 -0.06643
26 C -3.02795 -4.42141 0.30002
27 C -1.58789 -2.02953 1.75230
28 C -0.67536 -2.78403 2.49312
29 C -0.63874 -2.68953 3.87757
30 C -1.51676 -1.84308 4.53727
31 C -2.43761 -1.09578 3.81274
32 C -2.46590 -1.17903 2.43026
33 H -0.14852 -3.84142 -0.42121
34 H 2.34467 -4.26901 -1.58368
35 H 3.96070 -5.95489 -0.79391
36 H 4.99408 -5.73011 1.43937
37 H 4.40218 -3.82211 2.89409
38 H 2.75702 -2.14243 2.11845
39 H 3.72877 -0.92094 -1.31327
40 H 4.43468 -0.11359 -3.52199
41 H 2.84538 -0.12507 -5.41644
42 H 0.54065 -0.95503 -5.08729
43 H -0.17518 -1.77464 -2.87272
44 H -3.54922 -2.18994 -2.19137
45 H -5.20427 -3.90116 -2.84385
46 H -5.46507 -5.94805 -1.48182
47 H -4.07648 -6.27214 0.53783
48 H -2.43850 -4.56132 1.19918
49 H 0.02142 -3.43989 1.98280
50 H 0.08780 -3.26539 4.43582
51 H -1.47911 -1.75725 5.61514
52 H -3.11932 -0.43022 4.32622
53 H -3.16818 -0.56953 1.87078

## Properties
LUMO energy (spin up / spin down)   0.28 / -1.81 eV
Orbital gap (spin up / spin down)   7.5 / 5.8 eV
Expectation value of S²   3.771
ΔE to the lowest compared entry with this formula, charge and spin   17.8 kcal per mole
Spin multiplicity   4